Density functional theory data (ωB97M-V with the def2-TZVPD basis set) for an isolated molecule of C19H26N2O3.

Positions of all 50 atoms, in Å:
1 C -2.0272 0.7846 -2.7935
2 C -2.9146 1.5573 -1.8258
3 C -2.5952 1.2426 -0.3631
4 O -2.7884 -0.1415 -0.1505
5 C -2.3224 -0.6230 1.0391
6 C -2.8419 -1.8198 1.5066
7 C -2.3791 -2.3674 2.6886
8 C -1.3861 -1.7312 3.4189
9 C -0.8722 -2.3048 4.7040
10 C -0.8591 -0.5375 2.9416
11 C -1.3168 0.0304 1.7610
12 N -0.7472 1.1960 1.2126
13 C 0.4468 1.7830 1.7984
14 C 1.6835 0.9437 1.4420
15 O 2.3156 0.3139 2.2636
16 N 1.9452 0.9852 0.1289
17 C 2.9449 0.1528 -0.5098
18 C 3.4298 0.8162 -1.7980
19 C 2.3351 0.8519 -2.8639
20 C 1.7945 -0.5496 -3.1332
21 C 1.2710 -1.1808 -1.8464
22 C 2.3771 -1.2435 -0.7979
23 C -1.2003 1.7095 0.0428
24 O -0.5662 2.5366 -0.5915
25 H -2.0841 -0.2814 -2.5868
26 H -2.3520 0.9598 -3.8159
27 H -0.9952 1.1112 -2.7019
28 H -2.7847 2.6297 -1.9746
29 H -3.9603 1.3005 -2.0001
30 H -3.2966 1.8062 0.2850
31 H -3.6041 -2.3086 0.9215
32 H -2.7933 -3.3003 3.0397
33 H -1.2885 -1.7600 5.5516
34 H -1.1509 -3.3507 4.8010
35 H 0.2111 -2.2204 4.7520
36 H -0.0563 -0.0791 3.4941
37 H 0.3338 1.8537 2.8802
38 H 0.5510 2.7862 1.3768
39 H 1.3498 1.5445 -0.4666
40 H 3.7721 0.0568 0.2037
41 H 4.2814 0.2476 -2.1764
42 H 3.7725 1.8296 -1.5795
43 H 2.7425 1.2759 -3.7841
44 H 1.5180 1.5030 -2.5441
45 H 0.9962 -0.5022 -3.8766
46 H 2.5945 -1.1734 -3.5392
47 H 0.9003 -2.1875 -2.0491
48 H 0.4337 -0.5945 -1.4623
49 H 3.1864 -1.8829 -1.1554
50 H 1.9958 -1.6683 0.1326

As for the LUMO energy: 0.79 eV. Its energy above the lowest of the compared OMol25 structures with the same formula, charge and spin is 0.0 kcal/mol. Its total charge is 0. The SMILES is CC[C@H]1Oc2ccc(C)cc2N(CC(=O)NC2CCCCC2)C1=O.


Density functional theory data (ωB97M-V with the def2-TZVPD basis set) for an isolated molecule of C5H14N2O.

Positions of all 22 atoms, in Å:
1 C 1.3115 0.2660 2.0990
2 N 1.6122 1.1596 0.9028
3 C 1.4909 0.2659 -0.3729
4 C 0.2607 -0.3633 -0.9658
5 N 0.4295 -0.8212 -2.3318
6 C -1.1008 0.4308 -0.8980
7 C -1.8955 0.2099 0.5965
8 O -2.6084 -0.9772 0.3517
9 H 0.5963 -0.5825 1.8413
10 H 2.2628 -0.1766 2.4751
11 H 1.0434 0.9043 3.1523
12 H 0.8564 1.8470 0.8187
13 H 2.0044 0.7568 -1.1051
14 H 2.1039 -0.6226 -0.0062
15 H -0.1700 -1.2756 -0.2954
16 H 0.2819 -1.7277 -2.4952
17 H 0.1322 -0.3034 -3.1440
18 H -0.8638 1.4933 -0.9513
19 H -1.8425 0.0859 -1.6904
20 H -1.1961 0.1643 1.2958
21 H -2.7883 0.8616 0.7598
22 H -1.9205 -1.5954 -0.0369

As for the LUMO energy: 0.86 eV. Its energy above the lowest of the compared OMol25 structures with the same formula, charge and spin is 111.3 kcal/mol. Its total charge is 0. The SMILES is CNC[C@H](N)CCO.


Density functional theory data (ωB97M-V with the def2-TZVPD basis set) for an isolated molecule of C3H6O.

Positions of all 10 atoms, in Å:
1 C 0.1340 -0.0980 0.7930
2 C 0.9851 0.0040 -0.5273
3 O -0.1978 -0.0342 -1.3310
4 C -1.1226 0.0487 -0.2129
5 H 0.1205 -1.0220 1.4673
6 H 0.3052 0.7861 1.4329
7 H 1.4865 0.9739 -0.5639
8 H 1.7028 -0.8336 -0.6422
9 H -1.7283 -0.8258 -0.2652
10 H -1.6854 1.0009 -0.1507

As for the LUMO energy: 1.18 eV. Its energy above the lowest of the compared OMol25 structures with the same formula, charge and spin is 38.3 kcal/mol. Its total charge is 0. The SMILES is C1COC1.


Question: energy above the lowest of the compared OMol25 structures with the same formula, charge and spin of number 1 (C19H26N2O3)?
Answer: 0.0 kcal/mol